{"formula": "Cl2O2S", "method": "ωB97M-V/def2-TZVPD", "elements": ["O", "O", "S", "Cl", "Cl"], "xyz": [[0.948, 0.750, -0.162], [-1.370, -0.324, 0.392], [-0.010, -0.266, -0.620], [-1.756, 0.265, 1.938], [1.487, -2.661, -0.778]], "lowdin_charge": [-0.4274, -0.9418, 0.9470, 0.6744, -0.2523], "homo_energy_ev": [-10.324, -10.325], "e_above_lowest_kcal_mol": 67.7, "energy_ha": -1468.899511, "homo_lumo_gap_ev": [7.08, 7.09]}